(1)
Here is a 2-piece molecular cluster, C5H9F3Si overall from OMol25. Energies are from ωB97M-V/def2-TZVPD.

XYZ file:
```
18
Properties=species:S:1:pos:R:3:forces:R:3:nbo_charge:R:1
Si 0.358 0.342 0.372 1.9 -0.6 -1.0 1.159
F 1.490 2.947 0.066 -1.5 4.2 0.0 -0.318
F 2.795 1.540 0.750 3.0 -0.7 1.4 -0.337
F 2.068 1.438 -1.285 1.1 0.2 -1.0 -0.368
C 1.755 1.714 0.006 -2.2 -4.1 -0.6 0.681
C -3.452 -0.849 -0.002 -1.6 -0.5 2.5 -0.254
C 1.231 -0.725 1.803 -2.8 -0.4 -0.4 -1.052
C 0.219 -0.699 -1.224 1.5 0.0 -0.5 -1.109
C -3.348 -0.454 -1.114 1.1 0.7 -1.7 -0.227
H 0.590 -0.877 2.653 -0.3 0.9 0.9 0.236
H 2.181 -0.438 2.112 1.5 1.4 0.5 0.248
H 1.381 -1.789 1.686 -0.1 -0.5 -1.6 0.251
H 0.965 -1.441 -1.726 -1.3 1.0 1.8 0.257
H -3.902 -1.049 0.973 0.8 -0.1 -0.8 0.245
H -2.996 -0.048 -2.037 -0.3 -0.2 0.0 0.239
H -0.798 -1.044 -1.182 -0.4 -0.6 -0.4 0.235
H 0.273 0.115 -1.938 -0.5 0.3 -0.4 0.241
H -0.809 1.317 0.088 0.2 -1.0 1.2 -0.127
```
Forces are in eV/Å.

**Net charge**: 0
**Energy relative to the best compared isomer or geometry (same formula, charge and spin)**: 2.1230 eV
**LUMO energy**: 0.5 eV
**HOMO energy**: -10.40 eV
**2S+1**: 1
**Frontier orbital gap**: 10.950 eV



(2)
Here is a 2-piece molecular cluster, C12H25BNO7P2S overall from OMol25. Energies are from ωB97M-V/def2-TZVPD.

XYZ file:
```
49
Properties=species:S:1:pos:R:3:forces:R:3:nbo_charge:R:1
S 2.215 -0.601 -0.231 -0.2 -0.4 0.1 -0.128
P -1.546 1.079 -2.612 0.5 -0.2 -1.0 0.475
P 1.056 1.000 2.332 0.9 -0.2 -0.1 2.360
O 1.197 1.420 -1.608 -0.1 0.2 0.1 -0.701
O 1.830 -4.474 0.106 0.1 0.0 0.0 -0.485
O 2.425 1.217 2.819 0.0 -0.1 0.0 -1.111
O 0.545 -0.511 2.410 -0.1 0.2 0.1 -0.978
O -0.073 1.668 3.271 -0.3 -0.1 -0.1 -1.003
O -0.383 1.346 0.121 -0.3 -0.1 0.3 -0.728
O -0.304 -4.918 -0.397 0.0 0.0 -0.1 -0.567
N 1.750 4.567 -1.100 0.0 0.0 0.2 -0.596
C 1.841 1.233 -0.413 0.3 -0.8 -0.2 0.035
C 1.653 -4.013 2.407 -0.1 0.0 0.0 -0.441
C -1.596 -0.791 -2.666 -0.8 0.0 0.0 -0.683
C -3.227 1.631 -2.029 0.5 -0.2 0.2 -0.677
C -2.812 -1.446 -1.984 0.6 -0.2 0.0 -0.609
C 0.377 -4.707 1.935 0.3 0.3 0.1 -0.526
C 2.630 -4.375 1.296 0.1 0.1 0.1 -0.068
C 0.838 1.716 0.666 0.2 -0.2 0.2 -0.131
C -3.256 3.162 -1.919 0.0 -0.3 0.0 -0.610
C 0.538 -4.712 0.426 -0.1 -0.1 0.1 0.794
C 1.953 4.015 0.018 0.1 0.1 -0.2 0.128
C 0.980 3.267 0.901 -0.1 0.0 -0.2 -0.531
B -0.246 1.707 -1.322 -0.3 0.9 0.4 0.344
H -3.934 1.288 -2.783 -0.1 0.0 0.0 0.204
H -0.037 2.625 3.218 -0.1 0.2 0.1 0.503
H -3.680 -1.391 -2.638 -0.2 0.1 0.1 0.189
H 2.828 1.690 -0.353 -0.1 0.3 -0.1 0.193
H -3.033 3.468 -0.900 0.0 0.1 0.1 0.205
H 3.550 -0.596 -0.313 0.0 0.3 0.0 0.112
H 0.787 4.384 -1.396 0.0 0.0 -0.1 0.352
H 1.356 3.447 1.910 -0.1 0.0 0.1 0.206
H -0.033 3.661 0.803 0.0 0.1 0.0 0.244
H -3.040 -0.983 -1.026 -0.1 0.0 0.0 0.197
H -0.418 2.939 -1.379 -0.1 0.0 -0.2 -0.157
H 3.116 -5.341 1.456 0.0 0.0 0.0 0.164
H -3.480 1.165 -1.077 -0.2 0.1 0.1 0.200
H -0.359 -0.507 2.741 -0.2 -0.2 -0.1 0.507
H -1.655 -1.052 -3.724 0.2 -0.1 0.0 0.201
H 1.506 -2.933 2.423 0.0 0.0 0.0 0.247
H -2.601 -2.498 -1.786 -0.1 -0.1 -0.1 0.206
H -4.229 3.543 -2.225 -0.1 0.2 0.1 0.188
H 2.961 4.085 0.435 0.1 0.0 0.0 0.152
H -0.670 -1.219 -2.290 0.2 0.2 0.1 0.230
H 1.994 -4.324 3.394 0.0 -0.1 0.0 0.210
H 0.318 -5.742 2.275 -0.1 0.0 0.0 0.223
H -0.531 -4.179 2.215 -0.1 -0.1 0.0 0.240
H -2.493 3.603 -2.559 0.0 0.1 -0.1 0.215
H 3.389 -3.611 1.151 0.0 0.0 -0.2 0.205
```
Forces are in eV/Å.

**Net charge**: -1
**LUMO energy**: 2.6 eV
**HOMO energy**: -3.93 eV
**2S+1**: 1
**Frontier orbital gap**: 6.581 eV



(3)
Here is C30H40ClIN6O4P2Ti as an isolated structure from OMol25. Energies are from ωB97M-V/def2-TZVPD.

XYZ file:
```
85
Properties=species:S:1:pos:R:3:forces:R:3:mulliken_spin:R:1
I 1.719 2.804 -2.738 0.2 0.2 0.3 -0.004
Ti 1.224 1.752 -0.129 0.3 0.3 -0.8 1.021
Cl 2.905 3.236 0.708 0.3 0.2 0.0 0.010
P -0.411 0.264 -1.458 -0.6 -0.6 -0.4 -0.044
P 3.972 0.043 -0.130 -0.2 -0.5 0.7 -0.001
O -1.935 3.017 1.884 -0.2 0.2 -0.1 -0.002
O -0.167 2.746 0.496 -1.3 0.2 1.0 -0.016
O 4.178 -0.271 1.321 0.0 0.1 -0.2 0.000
O 2.577 0.374 -0.625 0.7 -0.3 0.0 0.008
N -2.427 -2.598 5.791 -0.1 0.0 -0.1 0.000
N 4.266 -2.630 -0.036 0.2 0.3 -0.2 0.000
N -2.723 -0.630 4.593 0.3 0.1 0.0 0.000
N 5.640 2.039 0.658 0.3 -0.4 -0.2 0.000
N -3.909 -2.523 4.035 0.0 0.0 0.0 0.000
N 1.033 1.036 1.938 -0.5 0.1 0.4 -0.018
C -0.471 0.530 4.947 -0.1 -0.1 -0.2 0.000
C -2.707 -0.863 -0.127 -0.1 0.0 -0.2 0.000
C -4.723 0.433 0.200 0.1 0.0 0.0 0.002
C 0.988 -3.254 0.161 -0.1 0.1 0.0 0.005
C -0.920 0.349 -3.238 0.1 0.2 -0.1 0.017
C 0.250 -1.448 -1.286 0.2 0.1 0.0 -0.028
C -0.920 2.472 1.589 0.4 0.1 -0.7 -0.005
C -2.286 0.211 -5.696 0.0 0.1 -0.1 0.000
C -1.252 2.250 -6.483 -0.1 -0.1 0.0 0.000
C -1.387 1.274 -5.461 0.0 0.0 0.0 0.000
C -3.019 -1.904 4.818 -0.1 -0.1 0.2 0.000
C 0.404 -2.003 -0.013 0.0 0.0 0.0 0.044
C -4.099 1.537 -0.365 0.0 0.1 0.0 0.000
C -4.028 -0.764 0.303 -0.1 0.0 0.0 -0.001
C -2.087 0.240 -0.708 0.1 0.1 0.2 -0.003
C -0.359 1.309 2.414 0.4 -0.1 0.3 0.013
C -0.645 1.352 -4.236 0.0 0.1 0.0 0.002
C 1.470 -3.956 -0.941 0.0 0.0 0.0 0.000
C -2.489 -0.756 -4.763 0.0 -0.1 0.1 0.000
C -2.797 1.437 -0.823 0.0 0.1 0.1 -0.002
C 0.268 2.450 -4.200 -0.1 -0.2 0.1 0.002
C 5.220 1.301 -0.581 0.2 0.3 0.1 -0.001
C 0.385 3.383 -5.188 -0.2 0.0 -0.3 -0.001
C -0.452 1.658 3.903 0.1 0.1 0.0 0.002
C -1.877 0.208 5.460 -0.2 0.0 0.0 0.000
C 0.765 -2.146 -2.376 0.0 -0.1 0.0 0.006
C -0.402 3.296 -6.353 0.2 0.2 0.1 0.000
C -1.819 -0.654 -3.537 0.0 -0.1 0.0 -0.001
C 4.458 -1.494 -1.014 0.0 -0.3 -0.1 0.000
C 1.375 -3.388 -2.206 -0.1 0.1 -0.1 0.000
H -1.830 -0.259 6.441 0.0 0.0 0.0 0.000
H -5.753 0.499 0.528 0.0 0.0 0.0 0.000
H 0.385 2.331 4.110 0.0 0.0 0.1 0.000
H 1.377 0.125 2.223 -0.1 -0.1 -0.1 0.004
H 6.092 0.811 -1.009 0.1 0.1 0.0 0.000
H -4.479 -1.983 3.407 -0.1 0.0 -0.1 0.000
H -2.816 0.187 -6.642 0.0 0.0 0.1 0.000
H 4.828 2.024 -1.291 0.0 0.1 0.0 0.000
H 5.837 1.389 1.425 0.0 -0.1 0.0 0.001
H 1.096 4.194 -5.095 0.0 0.0 0.0 0.000
H -1.347 2.267 4.033 0.0 0.1 0.0 0.000
H 4.312 -2.237 0.917 0.1 0.1 0.1 0.000
H 1.649 1.708 2.396 0.1 0.0 0.0 0.002
H -2.428 1.134 5.613 0.0 0.1 0.0 0.000
H 0.674 -1.733 -3.373 0.0 0.0 0.0 0.000
H -0.984 0.451 2.154 0.0 -0.1 0.0 0.002
H -2.333 2.302 -1.284 0.0 0.0 0.0 0.001
H 0.083 0.864 5.825 0.0 0.0 0.0 0.000
H 3.338 -3.052 -0.155 -0.2 -0.1 -0.1 0.000
H 4.970 -3.360 -0.145 0.0 0.0 0.0 0.000
H -2.767 -3.511 6.044 0.0 0.0 0.0 0.000
H -4.633 2.473 -0.463 0.0 0.0 0.0 0.000
H -1.806 -2.155 6.444 0.0 0.0 0.0 0.000
H 1.044 -3.694 1.151 0.0 0.0 0.0 0.000
H -0.306 4.047 -7.126 0.0 0.0 0.0 0.000
H -4.558 -1.646 0.645 0.1 -0.1 0.1 0.000
H -1.853 2.137 -7.378 0.0 0.0 0.1 0.000
H 4.841 2.622 0.958 -0.4 0.3 0.0 0.001
H 1.740 -3.928 -3.072 0.0 0.0 0.0 0.000
H -3.177 -1.571 -4.942 0.0 0.0 0.0 0.000
H 0.034 -0.378 4.598 -0.1 0.0 0.0 0.000
H -2.211 -1.824 -0.102 0.0 0.0 0.1 0.001
H -2.049 -1.398 -2.785 0.0 0.0 0.0 0.000
H 0.042 -1.465 0.858 0.0 0.0 0.0 -0.016
H -4.240 -3.444 4.267 0.0 0.0 0.0 0.000
H 1.884 -4.951 -0.820 0.0 0.0 0.0 0.000
H 6.453 2.635 0.494 0.0 0.0 0.0 0.000
H 5.501 -1.482 -1.318 0.0 0.0 0.0 0.000
H 3.828 -1.672 -1.882 0.0 0.0 0.0 0.000
H -3.221 -0.176 3.840 0.0 0.0 0.0 0.000
```
Forces are in eV/Å.

**Net charge**: +3
**Energy relative to the best compared isomer or geometry (same formula, charge and spin)**: 0.4999 eV
**LUMO energy (spin up / spin down)**: -6.8 / -6.8 eV
**HOMO energy (spin up / spin down)**: -14.65 / -14.65 eV
**2S+1**: 2
**Frontier orbital gap (spin up / spin down)**: 7.823 / 7.857 eV



(4)
Here is C21H19IMnN4O5S4 as an isolated structure from OMol25. Energies are from ωB97M-V/def2-TZVPD.

XYZ file:
```
55
Properties=species:S:1:pos:R:3:forces:R:3:nbo_charge:R:1
I -3.532 2.116 1.050 0.1 0.1 -0.1 -0.423
Mn -1.170 1.490 -0.052 0.1 -0.8 0.1 1.190
S 2.930 2.233 0.890 0.1 0.0 -0.1 -0.172
S 4.908 2.846 -1.191 0.1 0.1 0.1 0.304
S 0.636 3.501 -1.429 0.0 0.2 -0.1 -0.026
S 3.000 3.959 -3.074 -0.1 0.2 0.0 0.310
O -2.442 2.206 -2.601 -0.2 -0.1 -0.3 -0.551
O -1.945 -0.884 -0.326 0.0 0.2 0.0 -0.727
O -0.898 -3.526 4.314 0.0 0.0 0.1 -0.737
O 1.502 -0.446 -0.460 0.1 -0.1 0.1 -0.584
O 5.592 3.831 -3.535 0.1 0.3 0.0 -0.612
N -1.797 -4.417 -0.061 -0.1 0.0 -0.1 -0.443
N -1.569 1.404 -2.152 -0.1 0.1 0.2 -0.105
N -0.513 0.129 1.751 -0.1 -0.2 0.0 -0.529
N 0.516 0.324 -1.060 0.0 0.1 -0.1 -0.229
C -0.464 2.401 1.685 0.0 -0.1 0.0 -0.227
C -0.710 -3.516 1.876 0.0 0.0 0.0 -0.058
C -0.045 -3.798 3.194 0.0 0.0 0.0 -0.082
C 0.776 2.694 4.131 0.1 0.0 0.1 -0.225
C -1.149 -4.569 1.117 0.1 0.0 0.2 -0.070
C -2.755 -3.029 -1.794 0.0 0.0 0.0 -0.642
C 0.500 1.415 3.678 0.0 -0.1 -0.1 -0.256
C -0.925 -2.186 1.430 -0.1 -0.2 -0.1 -0.257
C -0.843 0.634 -2.930 -0.1 0.1 0.1 0.011
C -0.128 1.280 2.442 0.0 0.3 0.0 0.138
C -1.638 -1.981 0.201 0.0 -0.1 0.0 0.471
C 3.223 2.830 -0.647 0.1 -0.1 0.2 -0.404
C -0.199 3.675 2.148 0.0 -0.1 0.0 -0.232
C -0.447 -1.069 2.191 0.0 0.2 0.0 0.147
C -1.009 0.609 -4.417 -0.1 0.1 0.1 -0.658
C 0.216 -0.078 -2.242 -0.1 0.1 0.0 0.272
C -2.037 -3.209 -0.491 0.0 0.1 -0.1 0.150
C 0.430 3.812 3.378 0.0 0.2 0.0 -0.221
C 4.696 3.642 -2.745 -0.2 -0.6 -0.1 0.167
C 0.921 -1.224 -2.896 0.1 0.0 0.0 -0.671
C 2.295 3.358 -1.559 -0.1 0.0 -0.1 -0.412
H 0.778 0.549 4.268 0.0 0.0 0.0 0.198
H -1.491 -2.816 4.049 -0.1 0.0 0.0 0.473
H -3.635 -2.397 -1.662 0.0 0.0 0.0 0.230
H -1.614 1.473 -4.692 0.0 0.0 0.0 0.251
H 0.990 -2.062 -2.200 0.0 0.0 0.0 0.244
H 1.275 2.828 5.085 0.0 0.0 0.0 0.192
H -0.451 4.546 1.557 0.0 0.0 0.0 0.216
H 0.209 -4.858 3.257 0.0 0.0 0.0 0.172
H -1.524 -0.291 -4.770 0.0 0.0 0.0 0.199
H 1.942 -0.942 -3.162 0.0 0.0 0.0 0.229
H 0.666 4.801 3.756 0.0 0.0 0.0 0.194
H -0.048 0.665 -4.933 0.0 0.0 0.0 0.201
H 1.856 0.165 0.205 0.1 0.1 0.1 0.492
H -3.032 -4.000 -2.201 0.0 0.0 0.0 0.202
H 0.395 -1.539 -3.794 0.0 0.0 0.0 0.212
H 0.884 -3.225 3.302 0.0 0.0 0.0 0.160
H -0.021 -1.272 3.180 0.0 0.1 0.0 0.148
H -2.120 -2.491 -2.504 0.0 0.0 0.0 0.220
H -0.984 -5.591 1.445 0.0 0.0 0.0 0.164
```
Forces are in eV/Å.

**Net charge**: -2
**Energy relative to the best compared isomer or geometry (same formula, charge and spin)**: 0.0000 eV
**LUMO energy (spin up / spin down)**: 3.9 / 3.5 eV
**HOMO energy (spin up / spin down)**: -2.07 / -2.21 eV
**2S+1**: 6
**Frontier orbital gap (spin up / spin down)**: 5.984 / 5.738 eV



(5)
Here is a 3-piece molecular cluster, C22H53BN5O8 overall from OMol25. Energies are from ωB97M-V/def2-TZVPD.

XYZ file:
```
89
Properties=species:S:1:pos:R:3:forces:R:3:mulliken_charge:R:1
O 2.760 -0.063 7.017 -0.1 0.0 -0.1 -0.348
O 0.523 0.526 -0.580 0.0 0.3 0.3 -0.310
O 4.003 -1.107 -3.043 0.0 0.0 0.0 -0.296
O -5.060 3.571 2.280 -0.1 -0.2 -0.2 -0.539
O 1.698 -0.849 -7.027 0.0 0.0 0.1 -0.351
O -4.222 1.165 -2.258 -0.6 0.2 -0.1 -0.531
O 1.217 -1.566 -0.252 -0.1 -0.5 0.1 -0.573
O 0.096 -0.197 3.289 0.1 0.0 0.0 -0.240
N 4.405 -0.185 -6.013 -0.1 -0.1 0.1 -0.288
N -4.217 1.509 0.219 0.3 -0.2 0.2 0.409
N -2.711 3.045 2.104 -0.5 -0.2 0.0 -0.269
N -5.720 -0.215 -0.928 -0.2 0.9 0.9 -0.048
N 1.372 -2.131 5.422 0.0 0.1 0.0 -0.256
C 5.052 -1.495 -3.916 0.1 -0.1 0.0 -0.535
C 2.692 -1.382 -3.499 0.0 0.0 0.1 -0.355
C -6.970 -0.049 -1.689 0.2 -0.6 -0.5 -1.084
C 5.394 -0.460 -4.980 0.0 0.1 0.0 -0.789
C 2.845 0.185 -0.108 0.1 0.1 -0.4 -0.971
C -5.958 -0.790 0.396 -0.1 -0.1 0.0 -0.892
C 3.266 -1.370 6.771 0.1 0.0 0.0 -0.834
C -3.881 3.613 1.479 0.2 0.0 0.1 -0.619
C -1.717 1.299 -0.227 0.1 0.0 -0.1 -1.069
C -2.626 1.578 2.110 0.2 0.1 0.0 -0.756
C -2.876 0.989 0.731 0.1 0.1 0.1 0.071
C -4.146 2.998 0.110 -0.3 0.1 -0.1 -0.551
C 0.717 0.764 4.128 -0.1 0.1 0.0 -0.664
C 0.884 -1.362 3.036 -0.1 0.0 -0.1 0.139
C -0.809 0.077 -0.323 0.1 -0.1 -0.2 -0.366
C 1.185 0.464 -6.980 0.0 0.0 0.0 -0.696
C 0.803 -2.431 4.116 -0.1 0.0 0.1 -1.229
C 2.904 -0.989 -7.770 0.0 0.0 -0.1 -0.809
C 4.070 -1.316 -6.865 0.0 0.0 0.1 -0.180
C 1.488 -0.404 -0.333 -0.1 0.3 0.1 0.848
C 2.805 -1.881 5.425 -0.1 0.0 0.0 -0.097
C 1.810 0.017 8.059 0.0 0.0 0.1 -0.724
B -4.760 0.793 -1.067 0.2 -0.2 -0.3 0.279
H -5.118 3.356 -0.233 0.1 0.0 0.0 0.435
H 1.284 -3.333 3.726 0.0 0.0 0.0 0.405
H 1.806 1.137 -6.377 0.0 0.0 0.0 0.296
H -4.895 1.324 0.964 0.0 -0.1 -0.1 0.310
H 4.937 -1.561 -7.486 0.0 0.0 0.0 0.382
H 3.558 0.159 -5.579 0.0 0.0 0.0 0.062
H 0.495 -1.790 2.112 0.0 0.0 0.0 0.304
H 0.331 1.749 3.857 0.0 0.0 0.0 0.377
H 4.357 -1.310 6.769 0.0 0.0 0.0 0.404
H 3.063 0.105 0.959 0.0 0.0 -0.1 0.210
H 2.764 -1.811 -8.476 0.0 0.0 0.0 0.395
H -3.249 1.093 2.877 -0.2 0.0 -0.1 0.285
H -1.137 2.141 0.156 -0.1 0.0 0.0 0.443
H 5.935 -1.621 -3.285 0.0 0.0 0.0 0.377
H -6.581 -0.144 1.033 0.0 0.0 -0.1 0.356
H 4.828 -2.477 -4.350 0.0 0.0 0.0 0.341
H 3.805 -2.219 -6.297 0.0 0.0 -0.1 0.169
H 1.802 0.769 3.995 0.0 0.0 0.0 0.289
H -0.820 -0.489 0.611 0.1 0.0 0.0 -0.046
H 5.606 0.482 -4.470 0.0 0.0 0.0 0.392
H -3.701 4.677 1.317 -0.1 0.0 0.1 0.548
H 2.963 -2.053 7.569 0.0 0.0 0.0 0.408
H 1.631 1.074 8.250 0.0 0.0 0.0 0.240
H 2.072 -1.544 -2.618 0.0 0.0 -0.1 0.038
H 6.323 -0.772 -5.468 0.0 0.0 0.0 0.411
H -1.597 1.301 2.339 0.0 -0.1 0.2 0.052
H 1.090 0.892 -7.983 0.0 0.0 0.0 0.353
H 1.919 -1.062 2.832 0.0 0.0 0.1 0.027
H 0.898 -1.330 5.819 0.0 0.0 0.0 0.092
H -2.982 -0.091 0.854 -0.1 0.0 -0.2 0.723
H 0.195 0.405 -6.531 0.0 0.0 0.0 0.215
H 2.898 1.228 -0.413 -0.1 0.0 0.0 0.330
H 3.576 -0.397 -0.672 0.0 0.0 0.1 0.246
H -2.072 1.573 -1.219 0.0 0.0 0.0 0.519
H -7.345 -1.016 -2.029 0.0 0.0 0.1 0.340
H -0.253 -2.675 4.264 0.0 0.0 0.0 0.422
H 2.651 -2.287 -4.113 0.1 0.0 0.0 0.290
H 3.329 -2.814 5.200 0.0 0.0 0.0 0.390
H -2.729 3.371 3.065 0.5 0.1 -0.1 0.291
H -5.017 -0.996 0.908 0.0 0.0 0.0 0.229
H -4.266 2.082 -2.550 0.3 0.0 0.1 0.345
H 3.105 -0.078 -8.341 0.0 0.0 0.0 0.403
H 3.114 -1.140 4.673 0.1 0.0 0.0 0.086
H -7.734 0.416 -1.059 0.1 0.1 0.0 0.320
H -1.140 -0.602 -1.114 0.0 0.0 0.0 0.340
H -6.793 0.558 -2.576 0.0 0.0 0.1 0.361
H 2.272 -0.552 -4.075 0.0 0.0 0.0 0.230
H -5.173 2.709 2.700 0.1 0.1 0.1 0.398
H 0.859 -0.461 7.798 0.0 0.0 0.0 0.297
H -3.383 3.263 -0.618 0.1 0.0 0.1 0.574
H -6.482 -1.741 0.292 0.0 0.0 0.0 0.321
H 2.185 -0.446 8.977 0.0 0.0 0.0 0.358
H 0.500 0.596 5.186 0.0 0.0 0.0 0.139
```
Forces are in eV/Å.

**Net charge**: +1
**LUMO energy**: -2.7 eV
**HOMO energy**: -10.08 eV
**2S+1**: 1
**Frontier orbital gap**: 7.373 eV